No. 1
C21H31N3O5S in the gas phase at a distorted geometry, computed with wB97M-V/def2-TZVPD.

Geometry (Å):
C: -10.1587 -2.3190 -0.0707
H: -9.6774 -3.2618 -0.3371
H: -10.3487 -2.3115 1.0041
H: -11.0858 -2.1932 -0.6235
O: -9.3337 -1.2211 -0.4356
C: -8.1127 -1.1966 0.1467
O: -7.7155 -2.0280 0.9168
N: -7.4451 -0.0914 -0.2989
C: -6.1688 0.3509 0.0387
C: -5.6959 1.5105 -0.5815
C: -4.4377 1.9931 -0.2833
C: -3.6510 1.3244 0.6359
C: -4.1091 0.1803 1.2599
C: -5.3669 -0.3144 0.9647
H: -5.7354 -1.2053 1.4448
H: -3.4745 -0.3059 1.9841
S: -2.0183 1.9691 0.9807
O: -1.4581 1.2258 2.0744
O: -2.0966 3.3960 1.0867
N: -1.2780 1.6105 -0.4845
C: -0.8477 0.2354 -0.5981
C: 0.5221 -0.0014 0.0394
H: 0.4469 0.1990 1.1091
H: 0.8134 -1.0446 -0.0985
C: 1.5518 0.9547 -0.5764
C: 2.9011 0.7507 0.1078
O: 3.2033 1.3878 1.0988
N: 3.7287 -0.1871 -0.4212
C: 3.4354 -0.9286 -1.6256
H: 3.4740 -0.2880 -2.5122
H: 4.1773 -1.7133 -1.7452
H: 2.4552 -1.4029 -1.5740
C: 5.0238 -0.3932 0.2177
C: 5.1692 -1.8041 0.7912
C: 6.4869 -1.9127 1.5540
C: 7.6631 -1.5822 0.6399
C: 7.5061 -0.1831 0.0514
C: 6.1916 -0.0700 -0.7161
H: 6.0721 0.9413 -1.1097
H: 6.2098 -0.7632 -1.5602
H: 7.5165 0.5522 0.8582
H: 8.3427 0.0373 -0.6150
H: 8.5974 -1.6454 1.2008
H: 7.7108 -2.3141 -0.1705
H: 6.4743 -1.2162 2.3944
H: 6.5988 -2.9219 1.9557
H: 4.3297 -2.0111 1.4572
H: 5.1587 -2.5476 -0.0096
H: 5.0390 0.3183 1.0502
C: 1.0650 2.3889 -0.3523
C: -0.3158 2.5753 -0.9754
H: -0.2637 2.4661 -2.0653
H: -0.7154 3.5599 -0.7330
H: 1.0106 2.5808 0.7200
H: 1.7682 3.0992 -0.7904
H: 1.6299 0.7722 -1.6521
H: -0.8210 -0.0192 -1.6647
H: -1.6068 -0.3799 -0.1115
H: -4.0537 2.8896 -0.7419
H: -6.3218 2.0285 -1.2937
H: -7.9594 0.4803 -0.9556

Output
- energy relative to the best compared isomer or geometry (same formula, charge and spin) (kcal per mole) = 14.92
- HOMO energy (eV) = -8.81
- strongest force on any atom (eV/Å) = 1.02
- HOMO-LUMO gap (eV) = 9.35
- SMILES = COC(=O)Nc1ccc(S(=O)(=O)N2CCC(C(=O)N(C)C3CCCCC3)CC2)cc1
- E_LUMO (Eh) = 0.01970

The net atomic charges from natural (NBO), expressed in e, are: -0.26, 0.19, 0.19, 0.20, -0.52, 0.89, -0.62, -0.61, 0.16, -0.24, -0.16, -0.36, -0.17, -0.22, 0.25, 0.24, 2.32, -0.94, -0.94, -0.68, -0.22, -0.42, 0.25, 0.21, -0.32, 0.71, -0.64, -0.44, -0.41, 0.19, 0.21, 0.20, -0.05, -0.41, -0.39, -0.40, -0.39, -0.41, 0.21, 0.19, 0.20, 0.21, 0.21, 0.19, 0.20, 0.21, 0.22, 0.19, 0.25, -0.40, -0.23, 0.19, 0.24, 0.23, 0.22, 0.20, 0.20, 0.22, 0.24, 0.21, 0.41

No. 2
C21H31N3O5S in the gas phase at a distorted geometry, computed with wB97M-V/def2-TZVPD.

Geometry (Å):
O: 2.9919 -1.9168 -0.1885
C: 3.6511 -0.9044 -0.2889
N: 4.5203 -0.5068 0.6688
H: 5.0157 0.3634 0.5604
C: 4.6819 -1.2122 1.9177
H: 4.2158 -2.1900 1.7800
H: 5.7504 -1.3450 2.1159
C: 4.0205 -0.4784 3.0937
C: 2.5290 -0.4074 2.9191
C: 1.8978 0.7879 2.6067
C: 0.5239 0.8390 2.4355
C: -0.2331 -0.3107 2.5693
C: 0.3893 -1.5106 2.8707
C: 1.7590 -1.5572 3.0469
H: 2.2379 -2.4948 3.2888
H: -0.1962 -2.4125 2.9723
H: -1.3049 -0.2732 2.4439
H: 0.0468 1.7774 2.1941
H: 2.4827 1.6918 2.5013
H: 4.4383 0.5278 3.1745
H: 4.2604 -1.0223 4.0097
C: 3.6498 0.0064 -1.5198
C: 3.0901 1.4000 -1.2005
C: 1.5878 1.3287 -0.9408
N: 0.9357 0.7612 -2.0955
S: -0.6606 1.1473 -2.2448
O: -0.7375 2.5753 -2.2331
O: -1.1637 0.4413 -3.3833
N: -1.3466 0.5880 -0.8102
C: -1.8789 -0.7554 -0.8817
C: -3.2590 -0.8127 -1.5378
H: -3.1818 -0.5168 -2.5833
H: -3.6571 -1.8266 -1.4813
C: -4.2213 0.1504 -0.8331
C: -3.6128 1.5605 -0.8257
C: -2.2408 1.5184 -0.1565
H: -1.7689 2.4991 -0.2003
H: -2.3514 1.2027 0.8842
H: -3.5082 1.8989 -1.8569
H: -4.2734 2.2416 -0.2875
O: -4.4599 -0.2544 0.5128
C: -5.8009 -0.6738 0.6234
H: -6.1724 -0.3926 1.6093
C: -6.4867 0.0602 -0.5300
H: -7.3340 -0.4765 -0.9554
O: -5.4693 0.1243 -1.5019
H: -6.7978 1.0691 -0.2258
H: -5.8727 -1.7623 0.4944
H: -1.1751 -1.3593 -1.4525
H: -1.9386 -1.1401 0.1410
C: 1.3509 -0.5981 -2.3614
H: 0.7745 -0.9456 -3.2187
C: 2.8473 -0.6141 -2.6686
H: 3.0325 -0.0445 -3.5800
H: 3.1646 -1.6459 -2.8215
H: 1.1599 -1.2450 -1.4961
H: 1.1697 2.3256 -0.8008
H: 1.3841 0.7227 -0.0464
H: 3.5853 1.8365 -0.3312
H: 3.2631 2.0504 -2.0593
H: 4.6957 0.1097 -1.8356

Output
- energy relative to the best compared isomer or geometry (same formula, charge and spin) (kcal per mole) = 30.24
- HOMO energy (eV) = -8.97
- strongest force on any atom (eV/Å) = 1.14
- HOMO-LUMO gap (eV) = 9.58
- SMILES = O=C(NCCc1ccccc1)C1CCN(S(=O)(=O)N2CCC3(CC2)OCCO3)CC1
- E_LUMO (Eh) = 0.02267

The net atomic charges from natural (NBO), expressed in e, are: -0.63, 0.69, -0.62, 0.39, -0.22, 0.23, 0.20, -0.44, 0.07, -0.25, -0.21, -0.22, -0.19, -0.24, 0.21, 0.21, 0.21, 0.21, 0.20, 0.20, 0.22, -0.31, -0.39, -0.24, -0.69, 2.46, -0.95, -0.95, -0.69, -0.23, -0.47, 0.24, 0.22, 0.55, -0.46, -0.23, 0.24, 0.21, 0.23, 0.22, -0.55, -0.09, 0.19, -0.09, 0.20, -0.52, 0.17, 0.17, 0.22, 0.21, -0.25, 0.23, -0.39, 0.21, 0.23, 0.21, 0.23, 0.20, 0.20, 0.22, 0.22

No. 3
2 unconnected molecules or ions with the total composition C21H31N4O5 at a distorted geometry, computed with wB97M-V/def2-TZVPD.

Geometry (Å):
O: 1.8075 -4.5256 2.4394
O: 4.4698 2.6295 0.3934
O: -5.0136 -2.7473 3.6436
O: -1.1379 -2.0491 -0.0529
O: -3.7264 -1.7538 5.1559
C: 0.6425 -4.7834 2.1779
C: 3.4381 2.1478 -0.0689
C: -3.9170 -2.2895 4.0426
C: -1.9292 -2.9439 0.2336
C: -0.8091 1.1397 -1.1617
C: -1.1837 1.8995 -2.2696
C: 0.3404 1.4713 -0.4411
C: -0.4164 3.0042 -2.6483
C: 1.1347 2.5594 -0.8331
C: 0.7443 3.3597 -1.9371
N: -3.0735 -3.0240 -0.4555
N: 2.2769 2.9289 -0.1037
N: 1.5016 4.5145 -2.2631
N: -0.1907 -3.8283 1.7758
C: 0.1551 -6.2151 2.2827
C: -4.1877 -3.9516 -0.2587
C: 4.0141 -0.2757 0.4185
C: 0.3510 6.3068 -3.4850
C: 3.5593 0.7296 -0.6454
C: -2.7224 -2.3848 3.0858
C: 1.3903 5.1927 -3.5674
C: 2.3715 4.3800 0.0741
C: 2.5415 5.0027 -1.3179
C: -2.5228 -3.8237 2.5788
C: -1.5954 -3.9577 1.3543
H: -1.4147 0.2932 -0.8516
H: -2.0799 1.6404 -2.8250
H: 0.6088 0.8796 0.4295
H: -0.7514 3.5911 -3.4936
H: -3.1979 -2.2882 -1.1326
H: 0.2039 -2.9016 1.7052
H: -0.6882 -6.2625 2.9683
H: 0.9663 -6.8312 2.6665
H: -0.1358 -6.5710 1.2975
H: -4.7950 -3.6218 0.5897
H: -4.8179 -3.9639 -1.1484
H: -3.8267 -4.9630 -0.0696
H: 4.0726 -1.2798 -0.0122
H: 5.0015 -0.0070 0.8077
H: 3.3038 -0.2963 1.2511
H: 0.2569 6.8046 -4.4536
H: 0.6459 7.0491 -2.7382
H: -0.6255 5.9037 -3.2040
H: 4.2889 0.7536 -1.4590
H: 2.6166 0.3915 -1.0748
H: -1.8040 -2.0531 3.5761
H: -2.9169 -1.7123 2.2487
H: 1.1225 4.4809 -4.3542
H: 2.3588 5.6191 -3.8472
H: 3.1975 4.6725 0.7293
H: 1.4523 4.7533 0.5374
H: 2.4850 6.0918 -1.2268
H: 3.5336 4.7451 -1.7033
H: -3.4856 -4.2503 2.3082
H: -2.1377 -4.4319 3.3983
H: -1.7507 -4.9486 0.9336

Output
- HOMO energy (eV) = -4.28
- strongest force on any atom (eV/Å) = 1.97
- total charge = -1
- HOMO-LUMO gap (eV) = 6.50
- E_LUMO (Eh) = 0.08161

The net atomic charges from natural (NBO), expressed in e, are: -0.65, -0.64, -0.80, -0.67, -0.77, 0.68, 0.70, 0.75, 0.70, -0.24, -0.20, -0.21, -0.27, 0.15, 0.14, -0.61, -0.47, -0.44, -0.60, -0.71, -0.42, -0.59, -0.61, -0.49, -0.52, -0.20, -0.22, -0.21, -0.39, -0.13, 0.24, 0.21, 0.23, 0.20, 0.40, 0.43, 0.23, 0.24, 0.22, 0.23, 0.20, 0.20, 0.21, 0.22, 0.21, 0.20, 0.20, 0.21, 0.23, 0.22, 0.21, 0.19, 0.20, 0.19, 0.25, 0.21, 0.19, 0.19, 0.22, 0.21, 0.20

No. 4
5 unconnected molecules or ions with the total composition C21H31NO15P at a distorted geometry, computed with wB97M-V/def2-TZVPD.

Geometry (Å):
O: -4.5952 -1.8070 -1.1552
P: -3.7753 -1.8322 0.0495
O: -4.4920 -1.3360 1.3588
O: -3.0963 -3.2091 0.3853
N: -2.4450 -0.6810 -0.2171
C: -2.6864 0.3542 -1.0566
C: -1.6771 1.3101 -1.3048
C: -0.4241 1.1835 -0.6821
C: -0.1977 0.0949 0.1615
C: -1.2362 -0.8284 0.3802
H: -4.5789 -2.0379 2.0198
H: -2.4629 -3.4197 -0.3440
H: -3.6541 0.4178 -1.5244
H: -1.9131 2.1247 -1.9699
H: 0.3399 1.9233 -0.8568
H: 0.7411 -0.0789 0.6596
H: -1.0914 -1.6718 1.0357
C: 5.2331 0.6468 -0.0115
C: 4.5931 0.9478 -1.3426
C: 5.0263 2.2310 -2.0084
O: 3.8715 2.5523 -2.8115
C: 2.7989 2.0278 -2.2040
O: 1.6662 2.2667 -2.4952
O: 3.1657 1.1893 -1.2092
H: 4.6386 -0.0730 0.5445
H: 6.2331 0.2404 -0.1429
H: 5.3069 1.5490 0.5981
H: 4.7166 0.0988 -2.0159
H: 5.9094 2.1218 -2.6314
H: 5.1819 3.0449 -1.2984
C: 4.1691 0.4920 5.7240
C: 5.3632 0.1253 4.8790
C: 5.8843 1.2184 3.9757
O: 6.4982 0.4629 2.9191
C: 5.8544 -0.7261 2.8454
O: 5.9924 -1.5147 1.9670
O: 5.0308 -0.8897 3.9054
H: 3.6575 -0.4056 6.0682
H: 4.4798 1.0719 6.5918
H: 3.4484 1.0813 5.1545
H: 6.1618 -0.2750 5.5083
H: 6.6112 1.8704 4.4524
H: 5.0821 1.8228 3.5444
C: 2.4312 -1.0175 -3.2624
C: 1.7391 -2.3226 -2.9907
C: 1.2736 -3.1002 -4.1989
O: 0.1552 -3.8334 -3.6566
C: -0.3352 -3.1145 -2.6457
O: -1.3735 -3.3373 -2.0931
O: 0.4781 -2.0965 -2.3175
H: 2.3881 -0.3890 -2.3633
H: 3.4689 -1.1866 -3.5468
H: 1.9397 -0.4677 -4.0672
H: 2.3512 -2.9487 -2.3358
H: 2.0216 -3.7772 -4.6006
H: 0.9000 -2.4567 -4.9973
C: -6.7808 0.3579 0.5515
C: -8.1808 0.8023 0.2045
C: -8.3313 2.2518 -0.1957
O: -9.6880 2.5217 0.1676
C: -10.0101 1.6890 1.1927
O: -10.9897 1.7708 1.8487
O: -9.0391 0.7493 1.3558
H: -6.8123 -0.5530 1.1400
H: -6.2033 0.1723 -0.3533
H: -6.2661 1.1144 1.1487
H: -8.6071 0.1425 -0.5565
H: -8.1764 2.4295 -1.2574
H: -7.6827 2.9154 0.3826

Output
- HOMO energy (eV) = -12.37
- strongest force on any atom (eV/Å) = 2.03
- total charge = +1
- HOMO-LUMO gap (eV) = 8.32
- E_LUMO (Eh) = -0.14870

The net atomic charges from natural (NBO), expressed in e, are: -1.05, 2.48, -0.97, -0.98, -0.60, 0.11, -0.22, -0.07, -0.21, 0.10, 0.54, 0.56, 0.27, 0.26, 0.28, 0.25, 0.24, -0.63, 0.06, -0.10, -0.47, 0.98, -0.61, -0.52, 0.24, 0.25, 0.21, 0.19, 0.22, 0.19, -0.63, 0.06, -0.09, -0.50, 0.97, -0.58, -0.49, 0.24, 0.23, 0.21, 0.19, 0.22, 0.18, -0.65, 0.06, -0.10, -0.46, 1.00, -0.65, -0.50, 0.24, 0.23, 0.23, 0.19, 0.22, 0.20, -0.63, 0.06, -0.09, -0.49, 0.97, -0.55, -0.50, 0.23, 0.22, 0.21, 0.19, 0.20, 0.18